3 unconnected molecules or ions with the total composition C23H32ClF2N3P. Source: the Open Molecules 2025 dataset; level of theory: ωB97M-V with the def2-TZVPD basis set.

The geometry in ORCA input format:
```
! RIJCOSX wB97M-V def2-TZVPD def2/J DEFGRID3
* xyz 1 1
C 7.1082 2.3985 -0.7018
C 5.7101 2.6773 -0.1436
N 4.9598 1.4665 0.2296
C 5.5073 0.2498 0.5816
C 4.4818 -0.6129 0.8511
C 4.6311 -2.0432 1.2402
C 4.2991 -2.9718 0.0568
C 5.2011 -2.7674 -1.1636
Cl 4.3378 -4.6534 0.6133
N 3.3168 0.1070 0.6821
C 1.9760 -0.4156 0.9179
N 1.4175 -1.0744 -0.2577
C 3.6244 1.3599 0.2928
P 2.5116 2.7747 -0.1055
C 1.5412 3.0946 1.4248
C 1.3467 2.0103 -1.3009
H 7.3866 1.3523 -0.6777
H 7.8438 2.9315 -0.1159
H 7.1642 2.7180 -1.7330
H 5.1188 3.2065 -0.8747
H 5.7692 3.3230 0.7254
H 6.5560 0.0523 0.6401
H 3.9724 -2.3041 2.0621
H 5.6631 -2.2011 1.5278
H 3.2907 -2.7285 -0.2463
H 5.6597 -3.7075 -1.4410
H 4.6141 -2.4582 -2.0210
H 5.9848 -2.0386 -0.9937
H 1.3448 0.3945 1.2626
H 2.0533 -1.1114 1.7464
H 0.4745 -0.7234 -0.3643
H 1.2939 -2.0544 -0.0367
H 1.5046 4.1706 1.5346
H 0.5197 2.7484 1.3005
H 1.9828 2.6707 2.3184
H 0.6419 2.7501 -1.6518
H 0.8445 1.1497 -0.8777
H 1.9603 1.6423 -2.1163
F -1.4749 0.2330 0.2161
C -2.3958 0.0521 -0.7776
C -1.9700 -0.4167 -2.0024
C -2.9115 -0.5991 -3.0053
C -4.2466 -0.3053 -2.7687
C -4.6481 0.1696 -1.5265
C -3.7150 0.3483 -0.5157
H -0.9221 -0.6334 -2.1720
H -2.5995 -0.9708 -3.9716
H -4.9763 -0.4462 -3.5539
H -5.6861 0.4020 -1.3426
H -4.0051 0.7103 0.4619
F -7.5461 0.7925 -0.3513
C -8.1130 -0.0229 0.5710
C -8.9242 -1.0515 0.1407
C -9.4984 -1.8852 1.0890
C -9.2598 -1.6760 2.4404
C -8.4415 -0.6314 2.8469
C -7.8570 0.2048 1.9067
H -9.1021 -1.1917 -0.9171
H -10.1346 -2.6993 0.7706
H -9.7132 -2.3261 3.1759
H -8.2589 -0.4635 3.8994
H -7.2142 1.0239 2.2009
*
```

Summary:
strongest force on any atom = 0.97 eV/A
HOMO = -10.826 eV
E_LUMO = -2.642 eV
HOMO-LUMO gap = 0.3008 Ha

---

A molecular structure, C18H41AsINO6P at a distorted geometry. Source: the Open Molecules 2025 dataset; level of theory: ωB97M-V with the def2-TZVPD basis set.

The geometry in ORCA input format:
```
! RIJCOSX wB97M-V def2-TZVPD def2/J DEFGRID3
* xyz -1 1
C 4.7768 -0.4319 -1.1470
C 4.9463 1.1075 -1.7219
O 5.5888 1.9908 -0.9116
N 4.4102 1.6226 -3.0389
C 2.9164 1.3715 -3.1969
C 1.9795 2.6047 -2.6548
C 1.8740 2.7340 -1.0246
C 0.4939 2.1080 -0.3728
As 0.7881 0.1720 0.2484
P -0.5024 -0.5855 -1.4839
O 0.4289 -1.8800 -2.2560
I -2.6220 -1.5626 -0.6435
H 4.8086 -0.3397 0.0381
H 5.6823 -1.0870 -1.5632
H 3.7973 -0.9731 -1.5075
H 4.9610 1.2711 -3.8531
H 2.7297 1.3103 -4.3750
H 2.5787 0.3021 -2.7903
H 0.8816 2.4766 -3.0933
H 2.3612 3.6441 -3.0928
H 1.8522 3.9023 -0.7832
H 2.7801 2.2965 -0.4275
H 0.2943 2.7128 0.6367
H -0.4530 2.2142 -1.0747
H -0.4871 0.2175 1.1457
H 1.0684 -1.2899 0.7489
H 2.0152 0.0967 -0.6944
H 1.6250 0.6992 1.4416
H 1.3649 -1.5376 -2.4584
C -4.4683 -1.6587 4.8523
C -3.4387 -2.1433 3.8667
O -2.2660 -1.7791 3.9373
C -3.8995 -3.0908 2.7916
H -3.9929 -0.9818 5.5701
H -5.2573 -1.1142 4.3276
H -4.8890 -2.5073 5.3974
H -4.6632 -2.6100 2.1751
H -4.2950 -4.0032 3.2449
H -3.0500 -3.3562 2.1534
C -0.1957 -6.3246 0.4028
C -1.3428 -6.1197 1.3560
O -2.1178 -5.1732 1.2284
C -1.5049 -7.1178 2.4711
H -0.2029 -5.5290 -0.3497
H 0.7512 -6.2832 0.9468
H -0.3016 -7.2869 -0.1045
H -0.6162 -7.1117 3.1073
H -1.6691 -8.1154 2.0560
H -2.3733 -6.8441 3.0796
C 0.4724 2.9719 -7.2969
C 1.2136 3.9574 -6.4334
O 0.7530 4.3370 -5.3580
C 2.5401 4.4605 -6.9367
H -0.4680 2.6966 -6.8079
H 0.2439 3.4246 -8.2650
H 1.0742 2.0695 -7.4311
H 2.4036 4.9795 -7.8888
H 3.2340 3.6245 -7.0549
H 2.9602 5.1647 -6.2108
C -2.3963 1.5468 5.0906
C -3.3529 2.6055 5.5702
O -4.5503 2.5569 5.2935
C -2.7877 3.7259 6.4016
H -2.9440 0.8024 4.5029
H -1.6299 1.9986 4.4559
H -1.9358 1.0469 5.9465
H -2.0388 4.2749 5.8253
H -2.3446 3.3232 7.3159
H -3.5929 4.4155 6.6766
*
```

Summary:
strongest force on any atom = 8.45 eV/A
HOMO = -3.188 eV
E_LUMO = 2.365 eV
HOMO-LUMO gap = 0.2041 Ha

---

A single C28H43N5O3 molecule at a distorted geometry. Source: the Open Molecules 2025 dataset; level of theory: ωB97M-V with the def2-TZVPD basis set.

The geometry in ORCA input format:
```
! RIJCOSX wB97M-V def2-TZVPD def2/J DEFGRID3
* xyz 0 1
C 3.4446 0.7774 6.5545
C 3.8330 -0.3756 5.6354
C 3.0155 -0.4226 4.3449
C 3.3042 0.7532 3.4063
N 2.6283 0.5722 2.1293
C 1.3357 1.2260 2.0533
C 1.3656 2.7493 1.8464
C -0.0172 3.3713 2.0172
C 0.0068 4.8761 1.7786
C 3.4811 0.7710 0.9717
C 4.4023 -0.4366 0.7533
C 3.6868 -1.6019 0.0605
N 2.4326 -1.9229 0.6928
C 2.3001 -2.8230 1.6705
O 3.1653 -3.5719 2.0725
C 0.8723 -2.8272 2.2644
N -0.1387 -2.8193 1.2489
C -0.9296 -3.8471 0.8644
C -1.6714 -3.4094 -0.2060
C -1.2459 -2.0737 -0.4001
N -0.3197 -1.7382 0.4844
C -1.8031 -1.3207 -1.4900
C -2.5549 -2.0007 -2.4174
O -3.0068 -1.1663 -3.3626
C -2.5501 0.0868 -3.0469
C -2.8568 1.2598 -3.8724
O -2.3554 2.3519 -3.6243
N -3.7031 1.1218 -4.9169
C -4.4129 -0.0554 -5.3744
C -5.3315 0.4670 -6.4796
C -4.5548 1.6580 -7.0356
C -3.9561 2.2680 -5.7751
C -1.7937 0.0405 -1.8931
C -1.1032 1.1460 -1.1869
C -2.7857 -3.4736 -2.4443
C -2.7615 -4.0380 -1.0125
H 2.3811 0.7414 6.7817
H 3.9961 0.7163 7.4902
H 3.6664 1.7370 6.0949
H 4.8940 -0.3000 5.3867
H 3.6879 -1.3170 6.1700
H 1.9520 -0.4347 4.5936
H 3.2439 -1.3479 3.8136
H 2.9970 1.6908 3.8862
H 4.3830 0.8106 3.2415
H 0.8089 1.0051 2.9855
H 0.7685 0.7634 1.2397
H 2.0525 3.2020 2.5661
H 1.7399 2.9757 0.8461
H -0.7107 2.9073 1.3136
H -0.3824 3.1691 3.0273
H 0.3387 5.0945 0.7661
H -0.9855 5.3005 1.9122
H 0.6858 5.3643 2.4750
H 4.0991 1.6795 1.0683
H 2.8453 0.8975 0.0922
H 4.7761 -0.7803 1.7171
H 5.2555 -0.1423 0.1401
H 3.4859 -1.3508 -0.9849
H 4.3182 -2.4932 0.1006
H 1.6365 -1.3228 0.5064
H 0.7531 -3.7105 2.8929
H 0.7781 -1.9236 2.8747
H -0.9062 -4.7908 1.3705
H -3.7066 -0.7952 -5.7692
H -4.9725 -0.5190 -4.5590
H -6.2753 0.8074 -6.0518
H -5.5427 -0.2923 -7.2298
H -3.7621 1.3122 -7.7001
H -5.1853 2.3596 -7.5768
H -4.6622 2.9490 -5.2853
H -3.0248 2.8124 -5.9419
H -1.4404 2.1034 -1.5716
H -1.2955 1.0695 -0.1183
H -0.0276 1.0655 -1.3412
H -1.9880 -3.9404 -3.0341
H -3.7346 -3.7026 -2.9317
H -3.7198 -3.8210 -0.5268
H -2.6432 -5.1220 -1.0420
*
```

Summary:
strongest force on any atom = 1.28 eV/A
HOMO = -7.884 eV
E_LUMO = 0.632 eV
energy above the lowest of the compared OMol25 structures with the same formula, charge and spin = 30.8 kJ/mol
HOMO-LUMO gap = 0.3130 Ha

---

4 unconnected molecules or ions with the total composition C2H12N2O3 at a distorted geometry. Source: the Open Molecules 2025 dataset; level of theory: ωB97M-V with the def2-TZVPD basis set.

The geometry in ORCA input format:
```
! RIJCOSX wB97M-V def2-TZVPD def2/J DEFGRID3
* xyz 1 2
C 0.6652 -0.5004 -0.9741
C 0.1968 0.6201 -0.3855
N -0.2843 1.7504 -1.0918
N 1.2448 -1.5791 -0.2258
H 0.6082 -0.6193 -2.0512
H 0.0205 0.7227 0.7013
H -1.1511 2.0664 -0.6196
H -0.4464 1.5394 -2.0964
H 1.9251 -1.2452 0.4156
H 1.6899 -2.2625 -0.8293
H 2.1593 1.0156 0.4960
H 3.5722 1.3613 1.1202
O 2.8739 0.6176 1.0048
H -1.8935 -2.5039 0.9456
H -0.5552 -1.7017 0.6221
O -1.4893 -1.5690 0.9344
H -2.4079 -0.0074 0.5780
H -3.6858 0.5788 -0.1076
O -2.8509 0.8438 0.3367
*
```

Summary:
strongest force on any atom = 4.67 eV/A
HOMO (alpha / beta) = -14.566 / -14.721 eV
E_LUMO (alpha / beta) = -3.759 / -7.420 eV
energy above the lowest of the compared OMol25 structures with the same formula, charge and spin = 41.1 kJ/mol
HOMO-LUMO gap (alpha / beta) = 0.3971 / 0.2683 Ha

---

A single C2H6NO2P molecule at a distorted geometry. Source: the Open Molecules 2025 dataset; level of theory: ωB97M-V with the def2-TZVPD basis set.

The geometry in ORCA input format:
```
! RIJCOSX wB97M-V def2-TZVPD def2/J DEFGRID3
* xyz 0 1
C 1.6034 -0.3509 -0.1086
N 0.1666 -0.0231 -0.0768
O -0.0679 1.2576 0.3537
C -0.8972 -0.8198 -0.2425
O -0.8911 -1.8952 -0.7642
P -2.5093 0.2317 -0.1355
H 1.6970 -1.0471 -0.9471
H 2.1034 0.5854 -0.0363
H 1.8454 -0.9629 0.6929
H 0.2090 1.8016 -0.3686
H -2.6193 0.2567 1.3584
H -3.0998 -0.9656 -0.1254
*
```

Summary:
strongest force on any atom = 2.92 eV/A
HOMO = -9.270 eV
E_LUMO = 0.605 eV
energy above the lowest of the compared OMol25 structures with the same formula, charge and spin = 336.0 kJ/mol
HOMO-LUMO gap = 0.3629 Ha

---

2 unconnected molecules or ions with the total composition C3H6O at a distorted geometry. Source: the Open Molecules 2025 dataset; level of theory: ωB97M-V with the def2-TZVPD basis set.

The geometry in ORCA input format:
```
! RIJCOSX wB97M-V def2-TZVPD def2/J DEFGRID3
* xyz 0 1
C -1.5938 -1.3508 -1.8058
C -1.7894 -0.4061 -1.0485
H -0.9650 -2.0595 -2.4644
H -2.1776 0.3426 -0.5401
C 0.7867 0.5316 0.7445
O 1.8476 1.2839 1.3151
H 0.4521 1.0606 -0.1039
H 1.1174 -0.4798 0.4115
H 0.0195 0.3459 1.5546
H 2.3025 0.7317 1.9369
*
```

Summary:
strongest force on any atom = 6.47 eV/A
HOMO = -10.296 eV
E_LUMO = 0.939 eV
energy above the lowest of the compared OMol25 structures with the same formula, charge and spin = 319.7 kJ/mol
HOMO-LUMO gap = 0.4128 Ha